Record 1
Here is an isolated molecule of C4H4ClNOS from the OMol25 dataset. Energies are from ωB97M-V/def2-TZVPD.

Geometry as XYZ:
```
12
Properties=species:S:1:pos:R:3:forces:R:3:lowdin_charge:R:1
C -0.132 0.915 1.562 -3.647 1.172 3.020 -0.1823
C -0.860 0.770 0.434 2.060 -0.722 -0.666 -0.4846
C -1.663 1.420 2.947 3.972 -0.990 -2.776 -0.9196
C -0.135 0.391 -0.847 1.614 -2.877 2.229 -0.0105
N -2.122 1.066 0.444 -2.387 0.901 -0.650 -0.3000
O 0.915 0.273 1.923 1.347 1.922 2.664 0.1153
S -2.729 1.760 1.750 -0.854 -0.019 -0.480 0.9126
Cl -1.223 2.500 4.168 -0.306 0.193 0.707 0.5615
H 0.982 0.340 -0.762 -0.789 0.917 0.296 0.0946
H -0.262 -0.673 -1.117 -0.875 0.419 -0.075 0.0936
H -0.402 1.015 -1.601 -0.759 1.664 -2.410 0.0403
H 1.129 -0.405 1.350 0.625 -2.580 -1.859 0.0791
```
Positions in Å, forces in eV/Å.

The calculation puts the HOMO energy (alpha / beta) at -8.06 / -8.06 eV. As for the calculated total energy: -31103.069 eV. For the HOMO-LUMO gap (alpha / beta), the calculation gives 7.651 / 7.650 eV. The value obtained for the energy above the lowest of the compared OMol25 structures with the same formula, charge and spin is 4.640 eV.

---

Record 2
Here is an isolated molecule of C4H4ClNOS from the OMol25 dataset. Energies are from ωB97M-V/def2-TZVPD.

Geometry as XYZ:
```
12
Properties=species:S:1:pos:R:3:forces:R:3:lowdin_charge:R:1
C -1.028 1.594 0.010 0.639 -0.128 0.722 0.0024
N -0.236 0.384 -0.049 -0.289 0.138 0.058 -0.1569
O 1.137 0.575 -0.020 0.093 -0.055 -0.004 0.0069
C 1.642 -0.678 -0.004 -0.235 -0.079 -0.027 -0.7363
Cl 3.332 -0.759 -0.002 -0.068 -0.018 0.012 0.7862
C 0.687 -1.622 -0.005 0.369 0.198 0.004 -0.0612
C -0.576 -0.923 -0.018 -0.188 0.056 -0.009 -0.8104
S -2.130 -1.511 -0.003 0.159 0.066 0.000 0.5900
H -2.059 1.278 -0.051 -0.211 -0.035 -0.011 0.0606
H -0.757 2.223 -0.823 -0.045 0.256 -0.249 0.0923
H -0.832 2.123 0.965 -0.191 -0.281 -0.506 0.1095
H 0.821 -2.684 0.001 -0.034 -0.118 0.011 0.1170
```
Positions in Å, forces in eV/Å.

The calculation puts the HOMO energy at -8.32 eV. As for the calculated total energy: -31106.190 eV. For the HOMO-LUMO gap, the calculation gives 8.818 eV. The value obtained for the energy above the lowest of the compared OMol25 structures with the same formula, charge and spin is 1.519 eV.

---

Record 3
Here is a structure of composition C4H4CoO2 from the OMol25 dataset. Energies are from ωB97M-V/def2-TZVPD.

Geometry as XYZ:
```
11
Properties=species:S:1:pos:R:3:forces:R:3:mulliken_spin:R:1
C -3.720 0.259 -1.035 0.961 -0.911 0.028 0.7324
O -3.833 1.304 -0.446 1.155 -1.077 0.059 0.0705
H -4.609 1.908 -0.522 -0.939 0.637 -0.181 0.0012
C -2.459 -0.856 -1.007 -3.498 2.208 0.447 0.1976
C -1.448 -0.650 0.007 1.456 3.586 -1.198 0.3590
C -0.159 -0.930 0.064 2.274 -4.803 1.274 0.3658
O 0.766 -1.558 0.481 -3.224 5.020 -2.436 0.2348
Co 1.583 -2.947 1.190 3.112 -3.842 2.060 2.9196
H -2.983 -1.820 -0.900 0.020 -0.445 -0.017 0.0409
H -2.114 -0.834 -2.053 0.591 -0.180 -0.340 0.0599
H -1.017 0.434 0.413 -1.908 -0.193 0.305 0.0185
```
Positions in Å, forces in eV/Å.

Its spin multiplicity is 6. Its charge is +4. The calculation puts the HOMO energy (alpha / beta) at -27.51 / -32.26 eV. As for the calculated total energy: -45868.428 eV. For the HOMO-LUMO gap (alpha / beta), the calculation gives 7.221 / 8.825 eV. The value obtained for the energy above the lowest of the compared OMol25 structures with the same formula, charge and spin is 1.137 eV.

---

Record 4
Here is a structure of composition C4H4CuO12 from the OMol25 dataset. Energies are from ωB97M-V/def2-TZVPD.

Geometry as XYZ:
```
21
Properties=species:S:1:pos:R:3:forces:R:3:lowdin_charge:R:1
Cu 0.111 -0.163 0.195 -0.241 0.062 -0.507 0.4530
O -1.533 3.336 -2.117 -1.039 1.915 -1.412 0.0219
C -0.801 2.329 -1.621 2.048 -2.641 3.000 -0.8605
O 0.403 2.270 -1.961 -0.373 0.519 -1.047 -0.0579
O -1.355 1.614 -0.751 -0.085 -0.005 -0.628 -0.0300
H -0.850 3.770 -2.651 -0.233 0.106 -0.052 0.0750
O 0.750 0.038 2.325 -0.499 -0.894 0.547 0.0347
C 1.603 1.094 2.359 1.537 3.254 -0.093 -0.8493
O 1.964 1.564 1.280 -0.258 -0.816 -0.247 0.0026
O 1.885 1.579 3.503 -0.392 -1.027 0.463 -0.1423
H 0.505 -0.034 3.256 -0.284 -0.341 -0.105 0.0990
O 3.689 -2.604 -0.642 1.672 -0.740 -0.287 0.0182
C 2.665 -1.721 -0.624 -4.196 3.141 -0.987 -0.8325
O 1.556 -2.200 -0.228 0.363 -0.972 0.639 -0.0932
O 2.716 -0.552 -1.072 2.106 -1.494 0.334 -0.0312
H 3.212 -3.426 -0.472 0.028 0.034 0.239 0.0743
O -3.620 -2.260 -0.776 -0.030 0.480 -0.368 -0.0145
C -2.933 -1.243 -0.120 0.466 1.742 4.999 -0.7885
O -3.701 -0.285 0.222 -0.760 -0.383 -1.656 -0.1062
O -1.856 -1.409 0.486 0.858 -1.113 -2.015 -0.0342
H -4.410 -1.699 -0.592 -0.688 -0.826 -0.817 0.0617
```
Positions in Å, forces in eV/Å.

Its charge is -3. The calculation puts the HOMO energy at 2.24 eV. As for the calculated total energy: -73421.221 eV. For the HOMO-LUMO gap, the calculation gives 5.437 eV. The value obtained for the energy above the lowest of the compared OMol25 structures with the same formula, charge and spin is 0.000 eV.

---

Record 5
Here is a structure of composition C4H4DyO5 from the OMol25 dataset. Energies are from ωB97M-V/def2-TZVPD.

Geometry as XYZ:
```
14
Properties=species:S:1:pos:R:3:forces:R:3:mulliken_spin:R:1
O 4.654 3.281 -0.903 0.056 0.003 -0.030 0.0269
C 4.420 4.325 -1.280 -0.082 0.275 -0.076 0.0080
Dy 5.040 0.855 -0.180 -2.319 -1.368 0.947 3.8417
O 2.930 -0.327 -0.452 0.846 -0.160 0.346 -0.0848
O 1.730 -2.779 1.311 0.357 -0.151 0.777 0.8779
C 1.329 -2.207 2.480 -0.801 0.121 0.529 -0.0147
C 0.823 -0.774 2.289 0.096 1.009 -0.168 0.0273
O 1.258 -0.277 1.006 -0.160 -1.027 0.141 -0.0224
C 2.551 -0.211 0.767 0.518 3.051 -1.528 0.3046
H 0.512 -2.772 2.997 0.766 -0.059 -0.235 0.0247
H 2.171 -2.091 3.212 -0.083 -0.759 -0.655 0.0891
H 1.237 -0.112 3.060 -0.375 -0.135 -0.040 -0.0014
H -0.274 -0.730 2.269 0.469 0.105 -0.075 0.0052
O 3.344 0.385 1.582 0.712 -0.905 0.065 -0.0820
```
Positions in Å, forces in eV/Å.

Its spin multiplicity is 6. Its charge is +1. The calculation puts the HOMO energy (alpha / beta) at -13.61 / -13.06 eV. As for the calculated total energy: -38524.780 eV. For the HOMO-LUMO gap (alpha / beta), the calculation gives 8.335 / 8.684 eV. The value obtained for the energy above the lowest of the compared OMol25 structures with the same formula, charge and spin is 1.983 eV.

---

Record 6
Here is an isolated molecule of C4H4F2 from the OMol25 dataset. Energies are from ωB97M-V/def2-TZVPD.

Geometry as XYZ:
```
10
Properties=species:S:1:pos:R:3:forces:R:3:lowdin_charge:R:1
C -0.809 0.380 -0.411 -0.567 -0.142 -1.534 -0.0446
C -1.338 0.772 0.695 -1.157 0.103 -1.121 -0.0053
C 0.370 -0.117 -1.068 0.187 -2.838 2.618 -0.1456
C 1.214 -0.739 0.099 0.084 0.017 -0.354 -0.2564
F 0.690 -1.862 0.623 0.227 0.783 -0.009 0.0759
F 1.674 0.064 1.081 -0.690 -0.443 -0.462 0.0716
H -0.713 0.786 1.522 0.877 0.087 2.128 0.0386
H -2.380 1.092 0.750 0.329 0.020 0.144 0.0688
H 0.326 -0.941 -1.768 -0.866 -0.193 -0.105 0.1188
H 0.966 0.563 -1.524 1.575 2.606 -1.305 0.0784
```
Positions in Å, forces in eV/Å.

The calculation puts the HOMO energy (alpha / beta) at -8.36 / -8.66 eV. As for the calculated total energy: -9643.028 eV. For the HOMO-LUMO gap (alpha / beta), the calculation gives 8.624 / 8.810 eV. The value obtained for the energy above the lowest of the compared OMol25 structures with the same formula, charge and spin is 3.425 eV.